[1]
C36H68BN5OP3W | the ωB97M-V functional and the def2-TZVPD basis

Properties
HOMO-LUMO gap (spin up / spin down), Ha: 0.209 / 0.208
Lowest unoccupied orbital energy (spin up / spin down), eV: -9.499 / -9.588

Structure (ORCA input):
```
! wB97M-V def2-TZVPD RIJCOSX def2/J DEFGRID3
* xyz 3 3
W -0.285 -0.024 -0.392
C 1.984 3.263 -0.631
C 0.529 3.698 -0.890
C -0.183 4.134 0.392
C 0.506 4.860 -1.892
P -0.310 2.221 -1.605
C 0.508 1.999 -3.236
N 1.282 0.794 -3.106
B 1.018 -0.185 -2.094
N 1.690 -1.373 -2.524
C 1.344 -2.669 -1.980
P -0.399 -2.420 -1.417
C -1.480 -2.718 -2.912
C -1.379 -4.176 -3.373
C -2.957 -2.405 -2.579
C -0.977 -1.823 -4.062
C -0.649 -3.625 -0.037
C -0.111 -5.028 -0.359
C -2.131 -3.684 0.371
C 0.181 -3.061 1.121
C 2.368 -1.101 -3.713
C 3.163 -1.919 -4.508
C 3.667 -1.376 -5.674
C 3.396 -0.049 -6.045
C 2.612 0.771 -5.258
C 2.102 0.230 -4.081
C -2.132 2.350 -1.864
C -2.457 0.935 -2.347
C -2.847 2.571 -0.516
C -2.590 3.383 -2.891
H 2.500 4.079 -0.117
H 2.524 3.078 -1.562
H 2.057 2.371 -0.012
H 0.464 4.837 0.920
H -0.403 3.303 1.062
H -1.111 4.658 0.173
H 0.887 5.744 -1.373
H -0.493 5.104 -2.245
H 1.155 4.696 -2.752
H 1.116 2.867 -3.476
H -0.252 1.906 -4.014
H 1.980 -2.982 -1.154
H 1.380 -3.443 -2.744
H -1.854 -4.866 -2.682
H -0.353 -4.503 -3.562
H -1.920 -4.253 -4.322
H -3.462 -3.271 -2.156
H -3.483 -2.144 -3.501
H -3.096 -1.582 -1.880
H -0.029 -2.181 -4.469
H -0.845 -0.777 -3.787
H -1.715 -1.869 -4.867
H -0.716 -5.566 -1.076
H -0.121 -5.610 0.569
H 0.923 -5.013 -0.715
H -2.728 -4.243 -0.350
H -2.586 -2.693 0.486
H -2.214 -4.201 1.330
H 1.243 -3.292 1.022
H -0.168 -3.484 2.067
H 0.105 -1.980 1.249
H 3.389 -2.943 -4.226
H 4.290 -1.984 -6.318
H 3.813 0.338 -6.965
H 2.407 1.795 -5.553
H -1.990 0.164 -1.698
H -2.109 0.718 -3.356
H -3.524 0.723 -2.280
H -2.443 1.954 0.298
H -3.903 2.311 -0.628
H -2.798 3.607 -0.192
H -2.045 3.312 -3.836
H -2.495 4.398 -2.509
H -3.651 3.221 -3.113
O 0.962 0.438 1.148
P 0.642 0.433 2.704
N -0.977 0.693 2.776
C -1.662 1.397 3.895
C -3.100 1.446 3.395
C -3.297 0.113 2.647
C -1.881 -0.333 2.239
N 1.493 1.541 3.470
C 1.772 1.409 4.948
C 2.137 2.832 5.362
C 2.773 3.420 4.105
C 1.869 2.905 2.992
N 0.959 -1.039 3.291
C 2.350 -1.575 3.154
C 2.298 -2.943 3.862
C 0.947 -2.995 4.613
C 0.399 -1.568 4.566
H -1.226 2.381 4.044
H -1.588 0.834 4.827
H -3.225 2.293 2.720
H -3.810 1.562 4.212
H -3.957 0.221 1.786
H -3.734 -0.646 3.292
H -1.806 -0.383 1.125
H -1.637 -1.338 2.580
H 2.608 0.729 5.103
H 0.909 1.032 5.494
H 2.803 2.832 6.222
H 1.239 3.395 5.631
H 3.791 3.046 3.975
H 2.808 4.508 4.117
H 2.370 2.844 2.030
H 0.990 3.535 2.905
H 3.067 -0.910 3.643
H 2.625 -1.642 2.102
H 3.140 -3.042 4.545
H 2.375 -3.760 3.146
H 1.056 -3.334 5.641
H 0.256 -3.680 4.124
H 0.761 -0.999 5.422
H -0.690 -1.527 4.563
*
```


[2]
C5H8O2 | the ωB97M-V functional and the def2-TZVPD basis

Properties
HOMO-LUMO gap (spin up / spin down), Ha: 0.309 / 0.308
Lowest unoccupied orbital energy (spin up / spin down), eV: 0.138 / -0.052
Energy above the lowest of the compared OMol25 structures with the same formula, charge and spin, kJ/mol: 388.3

Structure (ORCA input):
```
! wB97M-V def2-TZVPD RIJCOSX def2/J DEFGRID3
* xyz 0 1
C 1.258 -0.376 -0.324
C 1.304 1.328 0.897
C -0.253 -0.213 -0.134
C -0.993 0.612 -1.151
C -0.941 -1.403 0.531
O 1.888 -1.361 -0.327
O 1.774 0.881 -0.278
H 1.283 2.426 1.054
H 1.570 0.840 1.855
H -0.973 1.704 -0.976
H -1.984 0.120 -1.131
H -0.438 0.493 -2.179
H -1.343 -2.127 -0.239
H -1.813 -0.956 1.154
H -0.339 -1.966 1.249
*
```


[3]
C4H9HgO3 | the ωB97M-V functional and the def2-TZVPD basis

Properties
HOMO-LUMO gap, Ha: 0.230
Lowest unoccupied orbital energy, eV: -6.665

Structure (ORCA input):
```
! wB97M-V def2-TZVPD RIJCOSX def2/J DEFGRID3
* xyz 1 1
O 1.639 0.306 -0.299
C 0.218 0.445 -0.235
C -0.427 -0.881 0.119
C -1.941 -0.868 -0.104
C -2.698 0.009 0.854
O -3.585 0.766 0.531
H 2.204 -0.267 0.441
H -0.139 0.804 -1.212
H -0.012 1.209 0.521
H -0.199 -1.132 1.167
H -0.004 -1.679 -0.511
H -2.202 -0.592 -1.135
H -2.423 -0.105 1.928
H -2.322 -1.888 0.071
Hg 2.928 0.920 -1.499
O 4.292 -0.002 -0.712
H 5.093 0.364 -0.338
*
```


[4]
C5H8N2O2 | the ωB97M-V functional and the def2-TZVPD basis

Properties
HOMO-LUMO gap (spin up / spin down), Ha: 0.264 / 0.276
Lowest unoccupied orbital energy (spin up / spin down), eV: 0.624 / 0.470
SMILES: COc1cc(N)c(N)o1
Energy above the lowest of the compared OMol25 structures with the same formula, charge and spin, kJ/mol: 470.2

Structure (ORCA input):
```
! wB97M-V def2-TZVPD RIJCOSX def2/J DEFGRID3
* xyz 0 1
C 1.069 -1.771 1.777
O 0.743 -0.402 1.708
C 1.252 0.393 0.592
C 0.551 1.585 0.404
C -0.422 1.295 -0.575
N -1.521 2.068 -0.948
C -0.157 -0.007 -0.982
N -0.862 -0.897 -1.766
O 1.079 -0.388 -0.550
H 0.217 -2.290 2.224
H 1.942 -1.920 2.420
H 1.271 -2.185 0.788
H 0.552 2.414 1.083
H -2.263 1.539 -1.385
H -1.741 2.782 -0.269
H -1.387 -0.493 -2.531
H -0.324 -1.723 -1.989
*
```


In the order shown, the computed DFT total energy values come out to -2876.7992 -345.6571 -536.5005 -455.1794 Eh.